No. 1
# C20H32N5O5PRbS

A structure of composition C20H32N5O5PRbS (ωB97M-V/def2-TZVPD, the Open Molecules 2025 dataset).

## Properties
* 2S+1: 1
* LUMO: 1.781 eV
* total charge: -1
* Kohn-Sham gap: 0.188 hartree

CARTESIAN COORDINATES (ANGSTROEM)
Rb -0.34390 -1.91395 0.17729
C 7.80601 -2.20935 4.07170
C 6.51381 -2.13865 3.30432
C 5.65707 -1.05395 3.43798
C 4.46061 -0.98750 2.73236
C 4.10427 -2.01277 1.86976
C 4.95382 -3.10313 1.72230
C 6.13968 -3.16241 2.43431
S 2.58446 -1.88622 0.92436
O 1.74915 -1.05790 1.81098
O 2.13254 -3.26826 0.78261
N 2.83377 -1.27345 -0.44969
C 2.83586 0.18897 -0.52650
C 1.46849 0.88078 -0.36559
O 1.44590 2.02128 0.16170
O 0.46440 0.25042 -0.80006
H 7.90355 -1.36140 4.75070
H 8.67082 -2.19779 3.40368
H 7.87215 -3.12226 4.66770
H 5.92064 -0.24469 4.11160
H 3.78744 -0.15027 2.85630
H 4.66836 -3.90585 1.05456
H 6.78874 -4.02473 2.31520
H 3.18447 0.43314 -1.53604
H 3.53741 0.67003 0.16581
C -3.40882 3.70231 -0.37959
N -2.07366 3.41427 0.26620
C -2.24268 3.42119 1.77572
N -3.24100 2.49468 2.18553
C -4.49596 2.77517 1.49580
N -4.39073 2.75875 0.03627
C -4.16862 1.38973 -0.50132
P -2.70652 0.58891 0.25641
C -1.54657 2.05235 -0.17232
C -2.82254 1.07670 2.03135
H -3.24754 3.65895 -1.45610
H -3.69151 4.71457 -0.07733
H -1.39787 4.13895 0.01376
H -2.52670 4.44153 2.04756
H -1.26615 3.17203 2.18795
H -4.83726 3.76964 1.79927
H -5.23669 2.03760 1.80133
H -4.03870 1.45538 -1.58349
H -5.05602 0.79159 -0.30032
H -1.39417 2.11418 -1.25071
H -0.54676 1.96315 0.26211
H -1.86266 0.94316 2.53459
H -3.55667 0.44604 2.53456
C -1.75036 0.03127 -3.51471
C -2.05366 -1.45439 -3.70086
C -1.56641 -1.91361 -5.12667
C -3.53743 -1.75121 -3.52797
C -1.15940 -2.40808 -3.05631
H -2.41287 0.64650 -4.13482
H -0.71149 0.25741 -3.76123
H -1.89346 0.29996 -2.46810
H -2.10241 -1.26216 -5.81984
H -1.82216 -2.94863 -5.34240
H -0.49754 -1.76138 -5.28302
H -4.13630 -1.14708 -4.21823
H -3.82728 -1.51780 -2.50136
H -3.73714 -2.80766 -3.71074
H -0.18869 -1.87912 -2.96617
O -2.77138 -2.08156 0.54533
N -3.21573 -0.99338 0.00255

Mulliken population analysis, charges in e, atoms 1 to 5: 1.102, -1.374, 0.991, -0.723, -0.329

---

No. 2
# C5H13N2O

The ion C5H13N2O with charge -1 (ωB97M-V/def2-TZVPD, the Open Molecules 2025 dataset).

## Properties
* 2S+1: 1
* LUMO: 3.559 eV
* SMILES string: CNC[C@@H](C)NC[O-]
* total charge: -1
* Kohn-Sham gap: 0.209 hartree
* ΔE to the lowest compared entry with this formula, charge and spin: 47.8 kcal/mol

CARTESIAN COORDINATES (ANGSTROEM)
C 2.81049 -0.68962 1.12639
N 1.69502 -0.72129 0.27217
C 0.43770 -0.28174 0.89296
C -0.61171 -0.14141 -0.20497
C -1.90422 -0.71480 0.32563
N -0.74879 1.21999 -0.69562
C -1.31274 1.28171 -2.02407
O -2.55824 1.61287 -1.97857
H 3.76487 -1.02790 0.75502
H 2.46759 -1.21635 2.07805
H 3.01650 0.26928 1.64780
H 1.84533 -0.39263 -0.67858
H 0.67941 0.79397 1.34854
H 0.03314 -0.88396 1.72860
H -0.27023 -0.67477 -1.11259
H -2.00442 -0.38655 1.31927
H -1.78487 -1.80621 0.46160
H -2.74208 -0.44296 -0.28970
H -0.99931 1.81167 0.06446
H -1.09855 0.31142 -2.56022
H -0.71488 2.07928 -2.47617

Mulliken population analysis, charges in e, atoms 1 to 5: -0.870, -0.304, -0.574, 0.057, -1.693

---

No. 3
# C31H46IrP2

A structure of composition C31H46IrP2 (ωB97M-V/def2-TZVPD, the Open Molecules 2025 dataset).

## Properties
* 2S+1: 5
* LUMO (alpha / beta): -2.556 / -5.950 eV
* <S²>: 6.04
* total charge: +1
* Kohn-Sham gap (alpha / beta): 0.167 / 0.178 hartree

CARTESIAN COORDINATES (ANGSTROEM)
Ir 0.04897 -0.14046 -0.21427
C 0.57598 1.76886 1.19788
C 0.91604 2.02727 -0.17742
C -1.37880 1.61672 -0.06617
C -0.82121 1.46485 1.26176
C -0.30053 1.91072 -0.97173
C 1.50651 1.83406 2.36781
H 2.52664 1.55389 2.07975
H 1.15955 1.17450 3.17103
H 1.54094 2.85698 2.77008
C -1.60151 1.10327 2.48318
H -0.95014 1.00389 3.35829
H -2.11941 0.14941 2.33137
H -2.36461 1.86766 2.68698
C -2.82827 1.53866 -0.41131
H -3.39993 2.24564 0.20503
H -3.20854 0.53238 -0.21401
H -2.98217 1.76721 -1.46930
C -0.43963 2.14787 -2.44143
H -0.85773 3.14283 -2.63435
H -1.11952 1.40417 -2.87170
H 0.53406 2.07313 -2.93050
C 2.26196 2.41359 -0.70826
H 2.29928 3.49999 -0.88745
H 2.46842 1.91167 -1.66406
H 3.05261 2.16413 0.01067
C 0.73812 -1.91850 0.77353
C 1.81063 -1.00013 0.82430
C 2.98294 -0.96776 -0.09821
C 2.65100 -1.02272 -1.59734
C 1.27458 -0.60002 -1.98369
C 0.08702 -1.37547 -1.91323
C 0.05720 -2.83676 -1.53410
C 0.63657 -3.12965 -0.13085
H 3.69347 -1.76904 0.15184
H 2.89596 -2.02483 -1.99838
H 3.50712 -0.02375 0.09917
H 1.61002 -3.64215 -0.21187
H 0.24582 -2.05572 1.74814
H 2.00619 -0.57520 1.81700
H -0.07868 -3.81529 0.35288
H -1.00286 -3.12664 -1.52398
H -0.72128 -1.09049 -2.60061
H 0.57424 -3.46344 -2.27659
H 3.33280 -0.31208 -2.08585
H 1.25595 0.16477 -2.76340
P 3.62086 -4.25436 -2.44156
C 3.68803 -5.83706 -1.48760
C 5.39913 -4.15874 -2.91362
P 2.37917 -3.80086 -5.24857
C 2.96658 -5.03357 -3.98791
C 3.89665 -3.71545 -6.29829
C 1.52800 -5.07189 -6.29083
H 2.66997 -6.23823 -1.39965
H 4.08209 -5.63975 -0.48324
H 4.32715 -6.57196 -1.99813
H 5.79010 -5.15261 -3.16013
H 5.96594 -3.76500 -2.06040
H 5.54740 -3.47818 -3.75914
H 2.23156 -5.84810 -6.61556
H 1.08905 -4.57789 -7.16338
H 0.72625 -5.53161 -5.70361
H 2.11934 -5.69450 -3.72964
H 3.77337 -5.64474 -4.42799
H 3.65245 -3.14625 -7.20187
H 4.22684 -4.71624 -6.59524
H 4.70894 -3.19516 -5.78381
C -1.46036 -1.26658 0.26750
C -2.56306 -1.53239 0.77291
C -3.84616 -1.70772 1.34813
C -3.95703 -2.01853 2.72144
C -5.21209 -2.12422 3.30948
C -6.36736 -1.94822 2.53046
C -6.26450 -1.65728 1.16332
C -5.01244 -1.55652 0.55863
H -3.03444 -2.19485 3.29118
H -5.28198 -2.34437 4.37374
H -7.34915 -2.03133 2.99302
H -7.15860 -1.50853 0.55737
H -4.89949 -1.38707 -0.51746

Mulliken population analysis, charges in e, atoms 1 to 5: 1.374, 0.373, 0.409, 0.221, 0.598

---

No. 4
# C32H38AsF6GeN7O8S2V

A structure of composition C32H38AsF6GeN7O8S2V (ωB97M-V/def2-TZVPD, the Open Molecules 2025 dataset).

## Properties
* 2S+1: 3
* LUMO (alpha / beta): 2.235 / 2.236 eV
* <S²>: 2.01
* total charge: -1
* Kohn-Sham gap (alpha / beta): 0.283 / 0.283 hartree
* ΔE to the lowest compared entry with this formula, charge and spin: 27.7 kcal/mol

CARTESIAN COORDINATES (ANGSTROEM)
V -0.87103 1.61037 0.52622
C 1.98058 3.98582 -1.61575
C 1.27264 2.81288 -1.03727
N 1.05048 2.55253 0.22895
O 1.63781 3.47609 1.05204
C 0.61297 1.92458 -1.96259
C 0.99519 1.79371 -3.40271
N -0.47656 1.32570 -1.41036
O -1.33069 0.62617 -2.05299
H 2.09875 4.83932 -0.99607
H 1.54467 4.22005 -2.58043
H 3.01867 3.70721 -1.82662
H 1.82104 3.03259 1.90309
H 0.63723 2.58548 -4.07945
H 0.51208 0.90116 -3.82204
H 2.04278 1.78236 -3.48053
N 2.13277 2.29725 3.60299
H 2.97042 2.49139 4.09282
H 2.10558 1.24150 3.57316
H 1.45647 2.50986 4.29727
N -1.05813 1.98643 2.57281
C -1.22663 2.22572 3.69455
N -1.41196 2.56464 4.93193
C -0.47777 2.25566 5.84965
N 0.23917 1.90825 6.68037
O -1.54944 -1.44497 1.99823
C -0.47573 -1.03948 1.62083
O -0.27604 -0.13632 0.68080
C 0.91239 -1.54817 2.12349
C 2.07918 -1.40823 1.08726
Ge 2.06195 -3.02680 -0.03497
C 0.20697 -3.56562 0.00351
C -0.69146 -3.14005 -0.94933
C -2.03122 -3.66249 -0.93309
C -2.49243 -4.52399 0.03544
C -1.62051 -4.78859 1.09448
C -0.30630 -4.31443 1.07385
C 2.93408 -4.43721 0.92758
C 2.88122 -5.79145 0.55340
C 3.52327 -6.73450 1.31357
C 4.10873 -6.36316 2.51671
C 4.04779 -5.07409 2.90936
C 3.53322 -4.08597 2.12964
C 2.65712 -2.86288 -1.90515
C 3.16680 -1.64300 -2.37607
C 3.49154 -1.52255 -3.73067
C 3.30786 -2.59539 -4.58587
C 2.76294 -3.78287 -4.15437
C 2.44588 -3.92342 -2.80958
H 0.75899 -2.56562 2.44222
H 1.02585 -1.01001 3.10372
H 3.05008 -1.21546 1.61063
H 1.78527 -0.55838 0.50979
H -0.43520 -2.54973 -1.81844
H -2.63969 -3.26704 -1.76496
H -3.50124 -4.88489 0.07693
H -1.97573 -5.39839 1.91672
H 0.28550 -4.57920 1.90385
H 2.49639 -6.00353 -0.47479
H 3.54652 -7.74778 0.93256
H 4.57729 -7.11175 3.10001
H 4.63079 -4.77966 3.81428
H 3.64801 -3.06380 2.47086
H 3.20494 -0.71516 -1.76892
H 3.88900 -0.59685 -4.10747
H 3.66060 -2.51397 -5.61921
H 2.61709 -4.64614 -4.83246
H 1.93529 -4.82924 -2.49505
C -3.50881 -1.02307 -0.53042
As -3.30852 0.72070 0.28389
C -4.55296 0.71061 1.71051
C -4.31381 1.70882 -1.09955
H -4.42166 -1.53302 -0.30968
H -2.65239 -1.61136 -0.11508
H -3.41395 -0.84962 -1.62240
H -5.54553 0.30915 1.46955
H -4.70284 1.79750 1.96790
H -4.03469 0.20467 2.54572
H -5.12804 1.26477 -1.65521
H -3.55446 2.04064 -1.83872
H -4.59551 2.64964 -0.62894
F -0.19515 5.54688 1.33697
C -1.49869 5.62250 1.53312
F -1.93961 6.83645 1.36866
F -1.67780 5.22817 2.82724
S -2.51746 4.53138 0.45463
O -1.52702 3.46775 0.10222
O -3.59649 4.13762 1.27888
N -2.88441 5.42697 -0.75267
S -2.01130 5.74827 -2.04653
O -1.19607 4.71401 -2.65427
O -1.43823 7.05878 -1.92356
C -3.37681 6.00529 -3.27400
F -4.38889 6.64755 -2.81615
F -3.69419 4.82341 -3.65871
F -2.83877 6.61109 -4.28174

Mulliken population analysis, charges in e, atoms 1 to 5: -0.967, -2.047, 0.782, 1.025, -0.532

---

No. 5
# CH3ClN2

A cluster of 2 separate species, CH3ClN2 in total (ωB97M-V/def2-TZVPD, the Open Molecules 2025 dataset).

## Properties
* 2S+1: 1
* LUMO (alpha / beta): -0.162 / -0.109 eV
* total charge: 0
* Kohn-Sham gap (alpha / beta): 0.320 / 0.322 hartree
* ΔE to the lowest compared entry with this formula, charge and spin: 145.6 kcal/mol

CARTESIAN COORDINATES (ANGSTROEM)
C 1.44920 0.23421 -0.55091
N 0.32143 -0.08478 0.10357
N -1.62239 -0.36327 0.39655
Cl 3.03369 0.15602 0.27284
H 1.51083 0.60332 -1.61448
H 0.42109 -0.42990 1.01537
H -1.48278 -0.80112 1.31026

Mulliken population analysis, charges in e, atoms 1 to 5: 0.011, -0.333, -0.272, -0.139, 0.335

---

No. 6
# C4H8O

A cluster of 2 separate species, C4H8O in total (ωB97M-V/def2-TZVPD, the Open Molecules 2025 dataset).

## Properties
* 2S+1: 2
* LUMO (alpha / beta): -6.128 / -8.666 eV
* <S²>: 0.76
* total charge: +1
* Kohn-Sham gap (alpha / beta): 0.275 / 0.181 hartree
* ΔE to the lowest compared entry with this formula, charge and spin: 61.6 kcal/mol

CARTESIAN COORDINATES (ANGSTROEM)
C -0.43603 -0.41121 -1.84117
C -0.04493 -1.45929 -2.54926
H 0.04434 -0.24662 -0.82120
H -1.20392 0.28098 -2.17014
H 0.88343 -2.11157 -2.21052
H -0.58119 -1.69125 -3.47962
C 0.41341 1.22923 1.17723
C 0.02794 0.17843 1.99320
O -0.39847 0.49340 3.21908
H 1.26050 1.11360 0.44924
H -0.08336 2.21439 1.06058
H -0.02497 -0.86217 1.67543
H 0.14328 1.27208 3.49715

Mulliken population analysis, charges in e, atoms 1 to 5: -0.172, -0.444, -0.155, 0.282, 0.190

---

No. 7
# C21H21AuN6S2

A structure of composition C21H21AuN6S2 (ωB97M-V/def2-TZVPD, the Open Molecules 2025 dataset).

## Properties
* 2S+1: 2
* LUMO (alpha / beta): -5.387 / -5.051 eV
* <S²>: 0.81
* total charge: +1
* Kohn-Sham gap (alpha / beta): 0.156 / 0.176 hartree
* ΔE to the lowest compared entry with this formula, charge and spin: 14.0 kcal/mol

CARTESIAN COORDINATES (ANGSTROEM)
Au 0.16493 -0.45640 -0.40524
C -0.17803 4.65673 -2.62300
C 0.39782 4.93050 -1.39083
C 0.59047 3.92654 -0.46904
C 0.18657 2.60772 -0.76338
C -0.31522 2.33408 -2.04746
C -0.52008 3.35010 -2.95162
N 0.22495 1.60639 0.15855
C 0.00683 1.87302 1.47570
C -0.85301 2.90775 1.87132
C -1.26696 3.05867 3.17498
C -0.88198 2.12805 4.14007
C -0.03254 1.10198 3.79769
C 0.49320 0.98552 2.50014
N 1.40600 0.03216 2.27936
N 2.32954 0.17289 1.33736
C 2.88312 -1.05948 0.85720
C 3.66284 -1.88828 1.64343
C 4.06045 -3.09749 1.08733
C 3.72497 -3.38690 -0.22854
C 2.96690 -2.46612 -0.93320
N 2.53799 -1.33820 -0.39204
H -0.34081 5.45344 -3.32962
H 0.68734 5.93939 -1.14817
H 1.07347 4.13522 0.47350
H -0.59658 1.31059 -2.26463
H -0.95587 3.13669 -3.91498
H -1.23967 3.55454 1.09747
H -1.91737 3.87785 3.43807
H -1.23488 2.22285 5.15528
H 0.31203 0.39162 4.52996
H 3.91392 -1.61288 2.65519
H 4.61781 -3.80879 1.67852
H 4.01676 -4.31364 -0.69519
H 2.65925 -2.63009 -1.95504
C -3.52081 -1.88111 -2.89106
N -2.31453 -1.86577 -2.09015
C -2.02323 -2.75024 -1.12999
S -0.49369 -2.71948 -0.37913
N -2.92227 -3.66233 -0.78835
C -2.76497 -4.63988 0.25925
H -3.47735 -1.05031 -3.59005
H -4.40745 -1.76045 -2.26417
H -3.60927 -2.81291 -3.45771
H -1.56907 -1.23023 -2.34229
H -3.78115 -3.72037 -1.31791
H -1.95472 -4.33367 0.91821
H -2.52283 -5.61900 -0.15891
H -3.69175 -4.70820 0.82897
S 3.77384 1.77719 -0.26791
C 2.69504 1.34075 0.83207

Mulliken population analysis, charges in e, atoms 1 to 5: 0.270, -0.499, -0.877, 0.286, 0.368